40
Properties=species:S:1:pos:R:3:forces:R:3 method="wB97M-V/def2-TZVPD" gap_ev=9.74 total_energy_ev=-32591.4077 total_charge=-1
N -0.211 -0.453 0.013 1.371 4.502 -4.956
O -0.616 0.676 0.451 0.162 -1.368 2.150
O -1.011 -1.078 -0.665 -2.666 -2.783 0.854
O 0.978 -0.545 -0.365 0.766 -1.206 2.476
O -2.375 1.772 2.604 -2.011 1.540 -0.500
H -2.063 0.904 2.443 0.435 -1.539 -0.328
H -3.210 1.824 2.058 1.392 -0.168 0.752
O -1.218 3.066 -1.285 -0.782 0.331 -1.339
H -0.860 2.792 -2.140 -0.243 0.162 -0.047
H -0.579 2.672 -0.722 1.026 -0.221 1.286
O -0.497 3.568 1.446 1.251 -0.351 0.180
H -1.201 4.175 1.340 -0.839 1.464 -0.459
H -1.018 2.810 1.691 -0.251 -1.031 0.464
O -3.288 0.783 -0.860 0.005 -2.043 0.112
H -2.369 0.717 -0.534 -0.300 0.665 -0.145
H -3.472 -0.195 -0.939 -0.021 1.638 -0.014
O 4.038 0.191 -0.791 -1.418 2.083 0.910
H 3.518 -0.009 0.036 0.985 0.004 -1.100
H 4.434 -0.611 -1.024 0.731 -2.012 -0.514
O 2.796 -2.674 -1.289 0.559 -1.453 0.556
H 3.039 -3.543 -0.864 -0.622 1.494 -0.636
H 2.078 -2.291 -0.763 0.089 0.027 0.009
O 0.038 -1.741 -3.109 -2.195 -0.237 -1.797
H -0.287 -1.508 -2.258 -0.475 0.302 1.142
H 0.948 -1.769 -3.009 2.849 -0.174 0.269
O 1.536 1.879 -1.325 -0.284 0.389 -0.252
H 2.246 1.503 -1.854 0.206 -0.111 0.179
H 1.177 1.116 -0.849 0.437 0.186 -0.046
O 3.339 -0.493 1.663 0.354 0.546 -0.208
H 2.527 0.010 1.812 -0.452 0.292 0.423
H 3.231 -1.283 2.165 -0.130 -0.868 0.477
O -3.033 -1.649 1.369 0.639 0.340 1.118
H -2.334 -1.447 0.741 -0.083 -0.043 -0.341
H -3.786 -1.931 0.877 -0.666 -0.301 -0.621
O -1.550 -3.817 -0.888 -0.708 -2.243 -0.318
H -1.449 -2.891 -0.807 0.200 1.581 -0.100
H -2.221 -3.993 -1.570 0.549 0.350 0.382
O 1.100 0.897 2.625 -0.645 -0.489 -0.354
H 1.293 1.840 2.561 -0.259 0.026 -0.188
H 0.332 0.728 2.011 1.042 0.718 0.526

110
Properties=species:S:1:pos:R:3:forces:R:3 method="wB97M-V/def2-TZVPD" gap_ev=9.57 total_energy_ev=-67558.1136 total_charge=0
C 0.453 -4.489 4.760 -0.957 1.379 0.297
C -0.894 -4.850 4.942 0.724 0.036 -0.695
C -1.898 -3.905 4.825 1.248 2.340 0.491
N -1.623 -2.573 4.571 0.950 -1.338 -0.592
C -0.320 -2.230 4.322 -0.832 -1.608 1.159
C 0.757 -3.123 4.509 -0.979 -1.269 -0.488
H 1.189 -5.268 4.897 0.344 0.210 -0.134
H -1.134 -5.890 5.103 -0.135 -0.053 0.192
H -2.909 -4.140 5.122 -0.207 0.037 -0.386
H -0.112 -1.205 4.051 -0.174 0.167 0.037
H 1.776 -2.804 4.349 0.040 0.152 0.004
C -1.909 5.078 1.672 0.647 0.713 -0.174
C -3.219 4.811 1.341 -0.541 -0.583 1.223
C -3.902 5.585 0.440 1.546 1.292 -1.167
N -3.262 6.581 -0.254 0.151 0.138 1.242
C -1.998 6.886 0.121 -0.500 -0.968 0.520
C -1.286 6.160 1.085 -0.306 -0.602 -0.742
H -1.322 4.523 2.390 -0.290 -0.390 0.090
H -3.729 4.041 1.902 -0.249 -0.182 -0.181
H -4.951 5.431 0.233 0.001 -0.041 -0.215
H -1.459 7.725 -0.294 -0.445 0.170 -0.682
H -0.223 6.271 1.241 0.031 0.599 0.119
C -2.189 -6.137 1.448 -1.936 0.190 -0.283
C -3.326 -6.954 1.680 1.083 0.324 0.023
C -4.570 -6.614 1.130 1.007 1.281 -0.019
N -4.726 -5.457 0.480 1.274 0.913 -1.709
C -3.634 -4.699 0.135 -0.099 -1.390 2.374
C -2.353 -4.995 0.671 -0.700 -0.268 -0.447
H -1.228 -6.349 1.893 -0.057 -0.207 0.090
H -3.129 -7.779 2.350 -0.563 -0.430 -0.168
H -5.508 -7.149 1.162 0.233 -0.560 0.636
H -3.795 -3.780 -0.409 -0.171 -0.088 -0.089
H -1.493 -4.364 0.505 -0.095 0.227 -0.318
C 2.391 4.698 1.156 -1.226 -0.563 -0.448
C 1.670 3.767 0.378 1.187 1.352 -0.528
C 1.525 4.085 -0.978 1.365 0.408 -0.061
N 2.052 5.195 -1.568 -0.397 0.429 1.429
C 2.604 6.155 -0.768 -0.903 -2.116 0.681
C 2.789 5.921 0.624 -0.442 -0.151 -0.855
H 2.491 4.450 2.202 0.367 0.268 0.188
H 1.364 2.809 0.772 -0.138 0.073 -0.018
H 1.116 3.346 -1.650 -0.362 0.106 -0.239
H 2.837 7.083 -1.269 0.310 0.054 0.111
H 3.168 6.661 1.314 0.292 0.211 -0.263
C -2.646 6.384 -4.776 0.716 -0.578 -0.495
C -1.931 5.538 -5.649 -0.357 -0.351 0.903
C -0.985 4.646 -5.106 -0.728 1.267 0.303
N -0.675 4.644 -3.810 -0.892 0.178 0.543
C -1.395 5.433 -2.956 0.784 -0.675 -2.240
C -2.381 6.328 -3.422 0.869 -0.876 1.106
H -3.404 7.070 -5.124 -0.035 -0.034 -0.242
H -2.191 5.459 -6.694 0.091 0.223 -0.111
H -0.476 3.934 -5.739 0.183 -0.026 -0.058
H -1.061 5.241 -1.947 -0.479 0.613 0.375
H -2.926 6.895 -2.682 -0.129 0.167 -0.124
C -1.734 0.318 1.820 0.770 -0.205 -0.461
C -1.666 1.642 1.386 0.045 -0.567 -0.702
C -1.045 1.920 0.143 -0.027 -0.486 1.380
N -0.381 0.998 -0.556 -0.117 -0.495 0.258
C -0.363 -0.253 -0.067 -0.950 -0.344 0.675
C -1.035 -0.662 1.104 -0.244 1.283 -0.594
H -2.301 0.040 2.697 0.015 0.053 0.194
H -2.140 2.391 2.004 -0.040 0.200 -0.338
H -1.037 2.926 -0.251 -0.064 0.136 -0.083
H 0.090 -1.049 -0.640 0.425 0.261 -0.278
H -1.061 -1.698 1.407 -0.020 -0.015 -0.067
C 2.439 -5.432 0.356 -0.624 0.139 -0.292
C 3.363 -4.718 -0.423 -0.086 -1.215 0.456
C 3.302 -3.375 -0.402 -1.864 3.023 0.635
N 2.322 -2.650 0.234 -0.127 -1.495 0.728
C 1.426 -3.353 0.974 0.970 -0.203 -1.034
C 1.416 -4.757 1.037 1.480 0.357 -0.390
H 2.459 -6.511 0.388 0.104 -0.114 -0.028
H 4.148 -5.131 -1.039 -0.038 -0.611 0.229
H 3.989 -2.722 -0.920 0.245 -0.223 -0.255
H 0.680 -2.813 1.538 0.035 0.321 -0.092
H 0.711 -5.292 1.656 -0.064 0.051 -0.015
C 3.087 2.099 4.129 0.798 -0.647 1.049
C 4.102 1.194 4.474 -0.905 -0.162 -0.991
C 4.022 -0.124 4.005 -1.068 1.050 -0.791
N 3.013 -0.574 3.185 0.164 1.588 1.299
C 2.018 0.340 2.917 1.795 -1.231 0.661
C 2.016 1.651 3.383 -0.067 -0.354 -0.532
H 3.181 3.061 4.609 -0.391 0.409 -0.450
H 4.963 1.533 5.031 -0.029 -0.124 0.191
H 4.860 -0.725 4.325 -0.252 -0.878 -0.459
H 1.200 -0.043 2.325 -0.007 0.046 -0.190
H 1.184 2.264 3.068 -0.045 0.279 0.254
C -1.506 -4.904 -4.061 -0.845 0.136 -0.113
C -0.335 -4.575 -3.385 -0.452 -1.363 -1.647
C -0.402 -3.702 -2.361 -1.321 1.343 1.838
N -1.540 -3.066 -2.008 -1.151 0.014 -1.646
C -2.648 -3.273 -2.804 0.975 -0.520 0.349
C -2.737 -4.263 -3.780 2.476 0.063 0.096
H -1.465 -5.650 -4.841 0.011 -0.073 -0.113
H 0.586 -5.042 -3.702 0.145 -0.003 0.192
H 0.435 -3.494 -1.711 0.298 0.040 -0.027
H -3.532 -2.659 -2.726 0.106 0.372 0.859
H -3.609 -4.444 -4.391 -0.115 0.034 0.216
C 2.229 -0.545 -3.283 0.225 -2.257 -1.370
C 2.489 0.726 -2.906 1.396 1.343 -0.333
C 3.504 1.383 -3.610 0.516 -0.285 -1.858
N 4.108 0.914 -4.746 -0.805 -0.469 1.161
C 3.786 -0.342 -5.142 -0.466 0.022 1.684
C 2.908 -1.150 -4.404 -0.393 1.659 1.047
H 1.526 -1.104 -2.684 -0.145 -0.324 -0.155
H 2.014 1.223 -2.073 -0.122 -0.196 0.078
H 3.868 2.358 -3.322 -0.166 0.177 0.148
H 4.319 -0.781 -5.972 0.051 0.293 -0.298
H 2.761 -2.189 -4.661 -0.154 0.001 -0.042

Relative energy (zero: lowest compared OMol25 entry of this formula, charge and spin) readings, ordered: 129.2 246.5 kJ/mol